1.
Molecular formula: CH4Br2Si
Method: DFT, ωB97M-V/def2-TZVPD

Each line ends with the Löwdin charge.
Atoms and positions in Å:
1 C 1.1401 1.4803 -0.6749  -1.015
2 Si -0.3247 -0.6609 1.1843  0.522
3 Br 1.3763 3.1189 -1.7402  0.457
4 Br 1.9694 1.8165 0.9292  0.539
5 H -0.7269 0.7772 0.7603  -0.112
6 H 1.1164 -0.9774 1.5582  -0.110
7 H -0.5878 -1.2770 -0.0682  -0.145
8 H -1.2797 -0.9294 2.2529  -0.137

M, g mol⁻¹: 203.94
Energy relative to the best compared isomer or geometry (same formula, charge and spin), kJ/mol: 624.7
HOMO-LUMO gap, eV: 8.248
E_HOMO, eV: -9.775

---

2.
Molecular formula: C7H9BrN2
Method: DFT, ωB97M-V/def2-TZVPD

Each line ends with the Löwdin charge.
Atoms and positions in Å:
1 C -1.0320 0.3824 -0.3647  0.113
2 C 2.6480 -0.7274 -0.3970  -0.579
3 C -1.3751 -2.0678 -0.6720  -0.045
4 C -2.1065 -1.7137 0.5363  -0.092
5 C 0.5966 2.1619 0.0818  -0.196
6 C 1.6685 1.2742 0.7562  -0.216
7 C -1.9698 -0.6325 -0.5418  -0.194
8 N -0.5179 1.4435 -0.1673  0.156
9 N 1.7045 -0.0623 0.1010  -0.195
10 Br 4.5137 0.1434 -0.7838  0.173
11 H -0.3073 -2.1818 -0.6604  0.110
12 H -1.9132 -2.4659 -1.4703  0.096
13 H -3.0784 -2.0911 0.8021  0.102
14 H -1.5466 -1.6067 1.5875  0.171
15 H 0.4555 3.0047 0.8012  0.137
16 H 0.9701 2.6264 -0.9123  0.172
17 H 2.6327 1.6019 0.4920  0.029
18 H 1.5041 1.1731 1.8246  0.113
19 H -2.8470 -0.2624 -1.0131  0.146

M, g mol⁻¹: 201.07
Energy relative to the best compared isomer or geometry (same formula, charge and spin), kJ/mol: 533.2
HOMO-LUMO gap (spin up / spin down), eV: 5.254 / 5.255
E_HOMO (spin up / spin down), eV: -5.993 / -5.994

---

3.
Molecular formula: C26H50Br16N3O2S
Method: DFT, ωB97M-V/def2-TZVPD

Each line ends with the Löwdin charge.
Atoms and positions in Å:
1 C -1.2724 2.1627 -0.9254  -0.299
2 N -1.3877 0.9154 -1.7774  -0.504
3 N -0.3761 -0.0242 -1.4803  -0.274
4 C 0.3816 0.6922 -0.3843  -0.564
5 S 1.9242 0.2226 0.5926  0.831
6 C 3.0438 1.7573 0.4174  -0.469
7 C 4.6475 1.3716 0.3228  -0.273
8 C 5.1902 1.9381 -1.1170  -0.247
9 C 6.7891 2.3708 -1.1178  -0.113
10 C 7.0897 2.9749 -2.6440  -0.214
11 C 7.0475 1.8342 -3.8206  -0.114
12 O 6.8241 2.4260 -5.1614  -0.182
13 C 5.4725 3.0087 -5.2396  -0.142
14 C 5.0969 3.9235 -3.9290  -0.104
15 N 6.2492 4.1896 -2.9840  0.045
16 O -0.1297 2.0353 -0.0031  -0.104
17 H -1.9001 3.1550 -0.8908  0.125
18 H 2.6619 2.2847 -0.5831  0.085
19 H 2.8430 2.5566 1.2732  0.036
20 H 5.2069 1.9702 1.1835  0.026
21 H 4.8573 0.2061 0.4493  0.071
22 H 4.5946 2.9446 -1.3465  0.093
23 H 4.9074 1.1711 -1.9628  0.085
24 H 6.8690 3.2803 -0.3572  0.100
25 H 7.4795 1.4653 -0.8404  0.080
26 H 8.2184 3.3611 -2.5987  0.177
27 H 8.0980 1.2963 -3.8682  0.162
28 H 6.2420 0.9977 -3.6779  0.117
29 H 5.3204 3.6433 -6.2213  0.151
30 H 4.6759 2.1211 -5.2890  0.152
31 H 4.1487 3.4391 -3.4226  0.140
32 H 4.7371 4.9775 -4.3489  0.158
33 H 6.8623 4.9150 -3.4499  0.202
34 H 5.8896 4.6140 -2.0773  0.191
35 Br 9.6541 -0.5838 -0.8377  0.619
36 C 8.4151 -1.6973 0.1777  -0.676
37 C 7.5248 -2.5022 -0.7401  -0.657
38 Br 6.1157 -1.3933 -1.5074  0.699
39 H 7.8628 -1.0323 0.8465  0.054
40 H 9.0519 -2.3583 0.7742  0.065
41 H 7.0001 -3.2822 -0.1805  0.067
42 H 8.0622 -2.9593 -1.5756  0.059
43 Br -1.8471 -1.0338 -0.4044  1.052
44 C -2.4171 -2.8975 -0.4904  -0.605
45 C -3.9195 -3.0158 -0.3821  -0.683
46 Br -4.5154 -2.7748 1.4592  0.634
47 H -1.8807 -3.4322 0.2975  0.053
48 H -2.0717 -3.2548 -1.4658  0.068
49 H -4.2471 -4.0226 -0.6577  0.053
50 H -4.4578 -2.2837 -0.9906  0.052
51 Br -6.2515 -2.9614 4.7230  0.594
52 C -6.3701 -4.7628 3.9835  -0.711
53 C -7.6435 -5.4500 4.4182  -0.705
54 Br -7.5175 -6.0673 6.2639  0.613
55 H -5.4640 -5.2930 4.2874  0.061
56 H -6.3580 -4.6247 2.8976  -0.026
57 H -7.8138 -6.3544 3.8267  0.001
58 H -8.5266 -4.8082 4.3555  0.059
59 Br -9.1578 -3.0512 10.4506  0.595
60 C -8.1333 -1.6938 9.4946  -0.698
61 C -7.1706 -2.3237 8.5153  -0.717
62 Br -5.6107 -3.0542 9.4299  0.587
63 H -7.6428 -1.0737 10.2492  0.051
64 H -8.8815 -1.0931 8.9675  0.058
65 H -6.7715 -1.5704 7.8295  0.046
66 H -7.6121 -3.1392 7.9356  0.021
67 Br 5.4608 4.3349 2.1371  0.661
68 C 5.0874 4.3863 4.0512  -0.658
69 C 4.1562 3.2678 4.4573  -0.676
70 Br 2.3154 3.6621 3.9477  0.643
71 H 4.6946 5.3817 4.2733  0.059
72 H 6.0632 4.2697 4.5335  0.065
73 H 4.1337 3.1621 5.5460  0.065
74 H 4.4128 2.3044 4.0080  0.055
75 Br -1.1007 2.9994 -3.0156  0.751
76 C 0.0795 4.5145 -3.3580  -0.605
77 C -0.3685 5.2935 -4.5726  -0.686
78 Br 0.1131 4.3690 -6.2210  0.594
79 H 1.0933 4.1160 -3.4464  0.034
80 H 0.0145 5.1336 -2.4575  0.062
81 H 0.1488 6.2561 -4.6247  0.054
82 H -1.4482 5.4637 -4.6055  0.055
83 Br -2.8293 1.7263 -3.5578  0.739
84 C -3.8035 1.6652 -5.2469  -0.587
85 C -5.2931 1.5624 -5.0160  -0.689
86 Br -5.8036 -0.2471 -4.4976  0.605
87 H -3.3937 0.8310 -5.8219  0.063
88 H -3.5556 2.6048 -5.7511  0.063
89 H -5.8405 1.7580 -5.9428  0.059
90 H -5.6588 2.2340 -4.2342  0.056
91 Br -7.2257 -6.3696 0.5180  0.630
92 C -7.7957 -8.2334 0.4320  -0.685
93 C -9.2981 -8.3516 0.5403  -0.690
94 Br -9.8940 -8.1106 2.3816  0.629
95 H -7.2593 -8.7681 1.2199  0.056
96 H -7.4503 -8.5906 -0.5435  0.059
97 H -9.6256 -9.3584 0.2646  0.060
98 H -9.8364 -7.6196 -0.0682  0.055

M, g mol⁻¹: 1747.24
Total charge: +1
HOMO-LUMO gap, eV: 5.701
E_HOMO, eV: -8.783